Density functional theory data (ωB97M-V with the def2-TZVPD basis set) for C29H50F24N7O17S8 as an isolated structure in a non-equilibrium geometry.

Results
- Gap between HOMO and LUMO: 6.7362 eV
- Charge: -1
- E_LUMO: 0.47 eV
- HOMO level: -6.265 eV

Last column: Mulliken charge in e.
CARTESIAN COORDINATES (ANGSTROEM)
S: 3.449 2.195 -3.502  0.90
S: -2.821 -3.373 1.224  0.68
S: 1.254 3.569 2.166  0.80
S: 1.546 1.851 -5.063  0.97
S: 6.156 -6.024 -0.980  0.91
S: 0.207 3.221 -0.259  0.24
S: 3.933 -6.459 0.199  0.95
S: -1.494 -4.404 -0.818  0.80
F: 5.993 3.054 -4.446  -0.24
F: -0.793 4.072 -2.657  -0.16
F: 2.592 -8.795 -0.260  -0.24
F: -2.272 -4.177 -3.287  -0.25
F: 5.684 3.087 -2.197  -0.23
F: -5.340 -4.071 1.819  -0.20
F: 6.938 -6.610 -3.513  -0.23
F: 0.694 5.468 -1.873  -0.16
F: 6.073 1.275 -3.257  -0.22
F: 1.648 3.340 -7.401  -0.24
F: 5.537 -4.933 -3.404  -0.20
F: -0.463 -2.888 -2.831  -0.10
F: 2.180 4.454 -5.708  -0.23
F: 3.422 5.055 2.379  -0.19
F: 1.693 -7.553 1.304  -0.20
F: 3.846 2.974 2.067  -0.15
F: 7.656 -4.791 -2.726  -0.22
F: 1.478 -7.074 -0.902  -0.19
F: -1.364 5.297 -0.962  -0.24
F: 0.002 3.905 -5.962  -0.20
F: -0.291 -5.050 -3.050  -0.19
F: -5.034 -3.963 -0.332  -0.21
F: -5.287 -2.091 0.756  -0.23
F: 3.049 3.759 4.043  -0.19
O: -2.489 -5.484 -0.827  -0.63
O: 0.706 1.876 -3.862  -0.38
O: -0.187 -4.704 -0.234  -0.47
O: 3.251 1.100 -2.587  -0.32
O: 6.175 -4.705 -0.346  -0.52
O: 1.105 0.794 -6.013  -0.73
O: 1.050 2.101 2.447  -0.53
O: 0.304 4.423 2.912  -0.58
O: -1.055 2.851 0.499  0.05
O: 2.930 3.482 -2.974  -0.66
O: 3.469 -5.036 0.119  -0.43
O: 4.618 -6.867 1.437  -0.66
O: 0.766 2.078 -0.992  0.17
O: 7.211 -6.987 -0.604  -0.60
O: -2.661 -4.659 1.953  -0.60
O: -2.620 -2.206 2.084  -0.44
O: -1.540 -0.625 -0.938  0.66
N: 1.366 3.968 0.418  -0.59
N: 2.834 -1.288 0.471  1.06
N: 3.268 1.926 -4.933  -0.54
N: 4.627 -6.897 -1.116  -0.53
N: -3.384 3.627 3.528  0.59
N: -3.795 0.730 -2.783  0.33
N: -1.985 -3.023 -0.278  -0.71
C: -4.802 -3.370 0.813  0.52
C: 0.967 -2.445 3.727  -1.81
C: 1.165 -1.556 2.506  1.92
C: 4.194 -1.694 -0.079  -0.72
C: 1.757 -1.744 -0.604  0.41
C: 1.264 3.519 -6.090  0.57
C: -3.258 4.584 2.352  0.02
C: 5.431 2.420 -3.370  0.39
C: -4.890 3.324 3.785  -0.99
C: -3.409 6.003 4.336  -0.56
C: -2.536 2.360 3.446  0.31
C: 3.046 3.859 2.728  0.43
C: -3.574 5.995 2.842  -0.85
C: -0.300 4.641 -1.531  0.22
C: -4.101 2.076 -3.408  -0.70
C: 2.549 -1.911 1.878  -1.55
C: -1.102 -4.095 -2.684  0.50
C: 2.509 -2.114 -1.856  -0.71
C: -2.723 -0.020 -3.545  -0.87
C: 6.578 -5.556 -2.820  0.62
C: 2.705 0.233 0.692  -0.91
C: -2.753 1.422 4.723  -0.59
C: -1.746 0.194 4.566  -0.91
C: -5.049 -0.257 -2.663  -0.75
C: -3.283 1.018 -1.336  -0.86
C: -2.814 4.566 4.633  -0.73
C: 2.292 -7.523 0.099  0.50
C: 3.972 -2.143 -1.477  -0.10
C: -2.741 -0.139 -0.489  0.82
H: -1.603 -1.542 -0.661  0.05
H: -5.446 -0.337 -3.675  0.37
H: 1.220 -3.498 3.601  0.42
H: 1.649 0.458 0.839  -0.13
H: -1.737 4.624 4.476  0.29
H: -0.709 0.489 4.402  0.25
H: -2.977 4.145 5.626  0.47
H: -3.866 4.214 1.527  0.41
H: -2.614 1.957 5.663  0.41
H: -4.829 2.601 -2.789  0.30
H: -1.920 -0.373 3.652  0.07
H: -2.637 0.339 0.485  -0.12
H: 1.279 -2.637 -0.200  0.52
H: -2.510 -0.987 -3.089  0.19
H: -3.473 -0.941 -0.393  -0.57
H: -5.106 2.515 3.087  0.30
H: 2.372 -1.366 -2.637  0.03
H: -1.480 2.600 3.321  -0.48
H: 2.783 -2.969 1.755  0.52
H: 1.527 -2.135 4.609  0.45
H: -5.631 4.099 3.588  0.35
H: -2.809 6.600 2.355  0.43
H: -3.155 2.593 -3.568  0.21
H: 3.339 -1.467 2.484  0.63
H: 4.432 -2.599 0.480  0.42
H: -4.958 3.098 4.849  0.36
H: -4.440 6.187 4.640  0.28
H: -2.230 4.413 2.031  -0.23
H: -2.835 6.850 4.712  0.40
H: -4.550 6.347 2.508  0.40
H: -2.852 1.834 2.546  0.24
H: 4.366 -1.458 -2.228  0.54
H: 3.048 0.748 -0.205  0.30
H: -4.832 -1.174 -2.116  0.21
H: -3.786 1.106 4.867  0.36
H: 0.361 -1.611 1.773  -0.41
H: -2.815 -0.088 -4.629  0.39
H: -5.839 0.260 -2.118  0.36
H: -2.495 1.765 -1.428  0.22
H: 1.018 -0.960 -0.769  -0.39
H: 3.380 0.512 1.500  0.36
H: 1.967 -2.953 -2.292  0.51
H: -1.831 0.585 -3.382  0.41
H: -4.533 1.860 -4.385  0.37
H: 1.109 -0.530 2.870  -0.36
H: 4.399 -3.134 -1.633  -0.49
H: -0.069 -2.531 4.056  0.34
H: 5.017 -1.002 0.098  0.31
H: -1.778 -0.427 5.461  0.49
H: -4.109 1.476 -0.791  0.29